1.
Entry from OMol25: C4H11NS in the gas phase (ωB97M-V/def2-TZVPD).

Last columns: bonded neighbours and bond lengths (Å).
Atoms and positions in Å:
1 C -1.39077 2.32710 0.75781  S2 1.751, H7 1.104, H8 1.097, H9 1.082
2 S -1.75586 1.46453 -0.72178  C1 1.751, C3 1.855
3 C -0.89426 -0.17768 -0.69055  S2 1.855, C4 1.505, H10 1.091, H11 1.092
4 C 0.17988 -0.38636 0.34335  C3 1.505, C5 1.521, H12 1.088, H13 1.098
5 C 1.00288 -1.64726 0.12642  C4 1.521, N6 1.509, H14 1.095, H15 1.089
6 N 2.21527 -1.51824 -0.76198  C5 1.509, H16 1.026, H17 1.020
7 H -2.20392 2.27355 1.50202  C1 1.104
8 H -0.56789 1.80362 1.26053  C1 1.097
9 H -1.13918 3.37262 0.63521  C1 1.082
10 H -1.72235 -0.88320 -0.61442  C3 1.091
11 H -0.49492 -0.24511 -1.70414  C3 1.092
12 H 0.86580 0.45806 0.33202  C4 1.088
13 H -0.34571 -0.43753 1.30601  C4 1.098
14 H 0.47214 -2.32940 -0.54606  C5 1.095
15 H 1.29151 -2.14058 1.05372  C5 1.089
16 H 2.67096 -0.61398 -0.59889  N6 1.026
17 H 1.81643 -1.32013 -1.67928  N6 1.020

Calculated values
spin multiplicity	1
charge	0
energy relative to the best compared isomer or geometry (same formula, charge and spin)	0.8144	eV
molar mass	105.21	g mol⁻¹
Kohn-Sham gap	0.3448	Eh
E_LUMO	0.96	eV
HOMO level	-8.4	eV
largest force on an atom	2.325	eV/Å
structure (SMILES)	CSCCCN

---

2.
Entry from OMol25: C4H11NS in the gas phase (ωB97M-V/def2-TZVPD).

Last columns: bonded neighbours and bond lengths (Å).
Atoms and positions in Å:
1 C 1.64097 0.46278 1.97066  S2 1.860, H7 1.060, H8 1.102, H9 1.158
2 S -0.08130 1.08904 1.65245  C1 1.860, C3 1.906
3 C -0.90952 0.55441 0.02115  S2 1.906, C4 1.589, H10 1.087, H11 1.099
4 C 0.02508 -0.64124 -0.45155  C3 1.589, C5 1.543, H12 1.063, H13 1.118
5 C -0.72090 -1.26169 -1.65183  C4 1.543, N6 1.496, H14 1.069, H15 1.128
6 N -0.11353 -1.09339 -3.00821  C5 1.496, H16 0.978, H17 1.081
7 H 2.24115 1.27125 1.63916  C1 1.060
8 H 1.72967 0.27672 3.05332  C1 1.102
9 H 1.98343 -0.45412 1.35203  C1 1.158
10 H -1.90960 0.40549 0.41984  C3 1.087
11 H -0.84543 1.40899 -0.66744  C3 1.099
12 H 1.02443 -0.35072 -0.66903  C4 1.063
13 H -0.01310 -1.43266 0.33786  C4 1.118
14 H -1.67602 -0.79448 -1.76317  C5 1.069
15 H -1.06972 -2.32057 -1.47895  C5 1.128
16 H -0.53571 -1.49194 -3.79581  N6 0.978
17 H 0.95260 -0.97437 -3.14025  N6 1.081

Calculated values
spin multiplicity	1
charge	0
energy relative to the best compared isomer or geometry (same formula, charge and spin)	1.8107	eV
molar mass	105.21	g mol⁻¹
Kohn-Sham gap	0.3414	Eh
E_LUMO	1.01	eV
HOMO level	-8.3	eV
largest force on an atom	4.112	eV/Å
structure (SMILES)	CSCCCN

---

3.
Entry from OMol25: 2 unconnected molecules or ions with the total composition C4H11NS (ωB97M-V/def2-TZVPD).

Last columns: bonded neighbours and bond lengths (Å).
Atoms and positions in Å:
1 C 0.87742 1.51536 0.34975  S2 1.836, H4 1.085, H5 1.095, H6 1.086
2 S 1.31022 -0.05382 1.19954  C1 1.836, C3 1.773
3 C -0.18545 -0.27487 2.12516  S2 1.773, H7 1.091, H8 1.091, H9 1.092
4 H -0.19889 1.65207 0.33258  C1 1.085
5 H 1.34708 2.25951 1.00186  C1 1.095
6 H 1.32286 1.55501 -0.63997  C1 1.086
7 H -0.00497 -1.06182 2.85947  C3 1.091
8 H -1.01879 -0.58002 1.48977  C3 1.091
9 H -0.42306 0.64048 2.67059  C3 1.092
10 C -0.95800 0.42557 -2.49424  N12 1.465, H13 1.089, H14 1.088, H15 1.096
11 C -0.95616 -1.39155 -1.06074  N12 1.259, H16 1.088, H17 1.102
12 N -1.64039 -0.44729 -1.53587  C10 1.465, C11 1.259
13 H -1.65063 0.54704 -3.32637  C10 1.089
14 H -0.69608 1.42441 -2.15008  C10 1.088
15 H -0.06460 -0.07036 -2.88922  C10 1.096
16 H -1.42392 -2.16638 -0.45753  C11 1.088
17 H 0.09535 -1.56214 -1.34253  C11 1.102

Calculated values
spin multiplicity	2
charge	+1
energy relative to the best compared isomer or geometry (same formula, charge and spin)	1.2914	eV
molar mass	105.21	g mol⁻¹
Kohn-Sham gap (spin up / spin down)	0.3636 / 0.1827	Eh
E_LUMO (spin up / spin down)	-3.61 / -8.50	eV
HOMO level (spin up / spin down)	-13.5 / -13.5	eV
largest force on an atom	1.472	eV/Å

---

4.
Entry from OMol25: a gas-phase ion, C4H11NS2 (charge -1) (ωB97M-V/def2-TZVPD).

Last columns: bonded neighbours and bond lengths (Å).
Atoms and positions in Å:
1 S -0.48365 -3.85050 -0.36609  S2 2.159, H8 1.364
2 S -1.76186 -2.17624 0.10766  S1 2.159, C3 1.839
3 C -0.66521 -1.21877 1.23049  S2 1.839, C4 1.524, H9 1.078, H10 1.112
4 C 0.60410 -0.86712 0.46293  C3 1.524, C5 1.549, H11 1.092, H12 1.099
5 C 0.44576 0.37666 -0.44738  C4 1.549, N6 1.466, H13 1.109, H14 1.086
6 N 0.04497 1.66741 0.12137  C5 1.466, C7 1.443, H15 1.017
7 C 0.26401 2.81587 -0.72398  N6 1.443, H16 1.090, H17 1.112, H18 1.092
8 H -1.58834 -4.46979 -0.87179  S1 1.364
9 H -0.45751 -1.59461 2.21924  C3 1.078
10 H -1.22006 -0.28816 1.47880  C3 1.112
11 H 0.96283 -1.61879 -0.24287  C4 1.092
12 H 1.39498 -0.55797 1.16127  C4 1.099
13 H 1.39390 0.46852 -1.01569  C5 1.109
14 H -0.41991 0.13747 -1.05813  C5 1.086
15 H 0.57897 1.83134 0.97091  N6 1.017
16 H -0.37153 2.84254 -1.60890  C7 1.090
17 H 1.22027 2.79529 -1.29032  C7 1.112
18 H 0.05827 3.70687 -0.12752  C7 1.092

Calculated values
spin multiplicity	2
charge	-1
energy relative to the best compared isomer or geometry (same formula, charge and spin)	1.1127	eV
molar mass	137.27	g mol⁻¹
Kohn-Sham gap (spin up / spin down)	0.1157 / 0.2360	Eh
E_LUMO (spin up / spin down)	3.34 / 3.33	eV
HOMO level (spin up / spin down)	0.2 / -3.1	eV
largest force on an atom	3.853	eV/Å

---

5.
Entry from OMol25: C4H11NS2 in the gas phase (ωB97M-V/def2-TZVPD).

Last columns: bonded neighbours and bond lengths (Å).
Atoms and positions in Å:
1 C 1.32140 -2.10800 -1.53851  N2 1.528, H8 1.097, H9 1.095, H10 1.094
2 N 0.02136 -1.42039 -1.12284  C1 1.528, C3 1.581, H11 0.994
3 C 0.43767 0.03449 -0.66629  N2 1.581, C4 1.586, H12 1.097, H13 1.114
4 C -0.70500 1.06477 -0.27992  C3 1.586, C5 1.471, H14 1.107, H15 1.093
5 C -1.52921 0.57856 0.83747  C4 1.471, S6 1.929, H16 1.067, H17 1.117
6 S -0.38435 0.52011 2.38946  C5 1.929, S7 2.151
7 S 0.07634 2.60160 2.67345  S6 2.151, H18 1.272
8 H 2.26264 -1.86394 -1.03010  C1 1.097
9 H 1.38122 -1.64622 -2.53008  C1 1.095
10 H 1.22190 -3.18904 -1.67471  C1 1.094
11 H -0.36672 -1.88391 -0.33394  N2 0.994
12 H 1.02216 0.57385 -1.42163  C3 1.097
13 H 1.19485 -0.16732 0.12483  C3 1.114
14 H -0.22426 2.02907 -0.02453  C4 1.107
15 H -1.31717 1.23124 -1.16973  C4 1.093
16 H -2.31738 1.20063 1.19986  C5 1.067
17 H -1.90205 -0.46403 0.68931  C5 1.117
18 H -0.19340 2.90853 3.87789  S7 1.272

Calculated values
spin multiplicity	1
charge	0
energy relative to the best compared isomer or geometry (same formula, charge and spin)	1.6908	eV
molar mass	137.27	g mol⁻¹
Kohn-Sham gap	0.3292	Eh
E_LUMO	0.25	eV
HOMO level	-8.7	eV
largest force on an atom	3.282	eV/Å
structure (SMILES)	CNCCCSS

---

6.
Entry from OMol25: 2 unconnected molecules or ions with the total composition C4H11NS2 (ωB97M-V/def2-TZVPD).

Last columns: bonded neighbours and bond lengths (Å).
Atoms and positions in Å:
1 S 2.75774 -0.80291 -3.32114  H8 1.384
2 S 0.21931 0.95593 -2.38009  C3 1.837
3 C 0.91289 -0.13936 -1.07922  S2 1.837, C4 1.481, H9 1.075, H10 1.091
4 C -0.17120 0.11873 -0.10339  C3 1.481, C5 1.588, N6 1.492, H11 1.116
5 C -0.26325 1.60615 0.44489  C4 1.588, H12 1.049, H13 1.111, H14 1.127
6 N -0.15739 -0.86367 1.01914  C4 1.492, C7 1.513, H15 1.014
7 C -1.32497 -0.88910 1.98163  N6 1.513, H16 1.128, H17 1.053, H18 1.203
8 H 1.47855 -1.26374 -3.58005  S1 1.384
9 H 1.00182 -1.20274 -1.21319  C3 1.075
10 H 1.83301 0.35723 -0.76766  C3 1.091
11 H -1.19936 0.03057 -0.52862  C4 1.116
12 H 0.47582 1.68054 1.18507  C5 1.049
13 H -0.09548 2.41440 -0.29879  C5 1.111
14 H -1.28843 1.83439 0.85231  C5 1.127
15 H 0.75541 -0.98204 1.44411  N6 1.014
16 H -1.40210 -1.97535 2.27429  C7 1.128
17 H -1.23086 -0.18933 2.76296  C7 1.053
18 H -2.30151 -0.68973 1.30775  C7 1.203

Calculated values
spin multiplicity	1
charge	0
energy relative to the best compared isomer or geometry (same formula, charge and spin)	5.1691	eV
molar mass	137.27	g mol⁻¹
Kohn-Sham gap	0.1961	Eh
E_LUMO	-3.42	eV
HOMO level	-8.8	eV
largest force on an atom	4.462	eV/Å

---

7.
Entry from OMol25: C4H11NS2 in the gas phase (ωB97M-V/def2-TZVPD).

Last columns: bonded neighbours and bond lengths (Å).
Atoms and positions in Å:
1 C -0.92076 -2.03817 1.58381  N2 1.462, H8 1.083, H9 1.102, H10 1.110
2 N -1.05976 -1.34542 0.30404  C1 1.462, C3 1.464, H11 1.016
3 C -2.07895 -0.29677 0.23761  N2 1.464, C4 1.554, H12 1.105, H13 1.118
4 C -1.80416 0.96745 -0.62385  C3 1.554, C5 1.560, H14 1.084, H15 1.112
5 C -0.43568 1.71258 -0.55552  C4 1.560, S6 1.810, H16 1.103, H17 1.100
6 S 1.22652 1.19805 -1.05341  C5 1.810, S7 2.156
7 S 2.26705 -0.27190 0.13233  S6 2.156, H18 1.283
8 H -0.68919 -1.26447 2.30564  C1 1.083
9 H -1.80116 -2.58225 1.96168  C1 1.102
10 H -0.01169 -2.66958 1.66900  C1 1.110
11 H -1.25172 -2.05276 -0.39888  N2 1.016
12 H -3.04172 -0.70311 -0.12139  C3 1.105
13 H -2.47331 0.09878 1.20576  C3 1.118
14 H -2.60802 1.59196 -0.25006  C4 1.084
15 H -1.87513 0.71577 -1.70493  C4 1.112
16 H -0.20223 2.04854 0.46905  C5 1.103
17 H -0.53492 2.60418 -1.19157  C5 1.100
18 H 1.38621 -0.80294 0.89894  S7 1.283

Calculated values
spin multiplicity	1
charge	0
energy relative to the best compared isomer or geometry (same formula, charge and spin)	1.8948	eV
molar mass	137.27	g mol⁻¹
Kohn-Sham gap	0.3099	Eh
E_LUMO	0.52	eV
HOMO level	-7.9	eV
largest force on an atom	2.426	eV/Å
structure (SMILES)	CNCCCSS

---

8.
Entry from OMol25: 2 unconnected molecules or ions with the total composition C4H11NSi2 (ωB97M-V/def2-TZVPD).

Last columns: bonded neighbours and bond lengths (Å).
Atoms and positions in Å:
1 C 2.66565 -1.11331 0.67254  C2 1.311, H6 1.086, H7 1.159
2 C 1.44654 -1.35462 0.25419  C1 1.311, Si3 1.875, H8 1.148
3 Si 0.82155 -0.51290 -1.30087  C2 1.875, C4 1.914, H9 1.464, H10 1.479
4 C 0.40215 1.28099 -0.78099  Si3 1.914, C5 1.383, H11 1.047
5 C 0.59239 1.76437 0.50096  C4 1.383, H12 1.083, H13 1.105
6 H 2.84743 -1.36577 1.71299  C1 1.086
7 H 3.54328 -0.62665 0.09213  C1 1.159
8 H 0.68383 -1.90008 0.91570  C2 1.148
9 H -0.35216 -1.07692 -1.97043  Si3 1.464
10 H 1.81174 -0.35341 -2.38762  Si3 1.479
11 H -0.07749 1.88369 -1.49053  C4 1.047
12 H 0.27633 2.77414 0.73421  C5 1.083
13 H 0.94190 1.21754 1.39520  C5 1.105
14 N -2.28487 0.71555 0.56616  Si15 1.603, H16 0.948
15 Si -3.41102 -0.41207 0.39152  N14 1.603, H17 1.601, H18 1.529
16 H -2.18205 1.39235 -0.09027  N14 0.948
17 H -4.95173 -0.57229 -0.01389  Si15 1.601
18 H -2.77347 -1.74060 0.79903  Si15 1.529

Calculated values
spin multiplicity	1
charge	0
energy relative to the best compared isomer or geometry (same formula, charge and spin)	3.3144	eV
molar mass	129.31	g mol⁻¹
Kohn-Sham gap	0.3205	Eh
E_LUMO	-0.23	eV
HOMO level	-9.0	eV
largest force on an atom	4.045	eV/Å
structure (SMILES)	C=C[SiH2]C=C.N=[SiH2]

---

9.
Entry from OMol25: 2 unconnected molecules or ions with the total composition C4H11NSi2 (ωB97M-V/def2-TZVPD).

Last columns: bonded neighbours and bond lengths (Å).
Atoms and positions in Å:
1 C 1.40913 3.20131 1.77735  N5 1.118
2 C -1.10658 1.52799 -0.24841  Si7 1.915, H8 1.096, H9 1.044, H10 1.060
3 C 0.78783 -0.47778 -1.56779  Si7 1.922, H11 1.088, H12 1.139, H13 1.099
4 C -1.19163 -1.35824 0.56146  Si7 1.936, H14 1.080, H15 1.137, H16 1.054
5 N 1.23603 4.30590 1.78615  C1 1.118
6 Si 1.71928 0.53628 1.65258  Si7 2.305, H17 1.463, H18 1.465
7 Si 0.05840 0.05547 0.12854  C2 1.915, C3 1.922, C4 1.936, Si6 2.305
8 H -0.87157 1.83462 -1.27438  C2 1.096
9 H -2.06630 1.12094 -0.19024  C2 1.044
10 H -0.99144 2.38598 0.36400  C2 1.060
11 H 0.14563 -0.63401 -2.43199  C3 1.088
12 H 1.72520 0.09462 -1.87025  C3 1.139
13 H 1.08159 -1.46481 -1.18412  C3 1.099
14 H -1.89043 -0.91301 1.25485  C4 1.080
15 H -1.66561 -1.50197 -0.46221  C4 1.137
16 H -1.07568 -2.36034 0.86804  C4 1.054
17 H 2.26819 0.60562 3.00675  Si6 1.463
18 H 3.00613 0.47883 0.95410  Si6 1.465

Calculated values
spin multiplicity	1
charge	0
energy relative to the best compared isomer or geometry (same formula, charge and spin)	1.9922	eV
molar mass	129.31	g mol⁻¹
Kohn-Sham gap	0.3403	Eh
E_LUMO	-1.26	eV
HOMO level	-10.5	eV
largest force on an atom	7.900	eV/Å

---

10.
Entry from OMol25: C4H11NSi2 in the gas phase (ωB97M-V/def2-TZVPD).

Last columns: bonded neighbours and bond lengths (Å).
Atoms and positions in Å:
1 C -0.11104 2.23984 -0.42875  C3 1.356, H8 1.037, H9 1.114
2 C 2.85517 -0.73554 0.47994  C4 1.285, H10 1.110, H11 1.200
3 C -1.05349 1.38693 0.04347  C1 1.356, N5 1.376, H12 1.097
4 C 1.64970 -0.33548 0.67190  C2 1.285, Si7 1.899, H13 1.078
5 N -1.05087 0.05849 -0.31510  C3 1.376, Si6 1.781, Si7 1.736
6 Si -2.34923 -0.97610 0.32948  N5 1.781, H14 1.458, H15 1.517, H16 1.380
7 Si 0.47802 -0.60818 -0.79688  C4 1.899, N5 1.736, H17 1.530, H18 1.492
8 H -0.07789 3.21258 -0.07231  C1 1.037
9 H 0.68469 1.78211 -1.06040  C1 1.114
10 H 3.64519 -0.74730 1.26027  C2 1.110
11 H 3.29882 -1.31523 -0.47287  C2 1.200
12 H -1.91730 1.92313 0.45524  C3 1.097
13 H 1.42963 0.18565 1.58903  C4 1.078
14 H -3.12816 -1.53566 -0.76808  Si6 1.458
15 H -1.80857 -2.31067 0.80748  Si6 1.517
16 H -2.90712 -0.36087 1.43101  Si6 1.380
17 H 1.03996 -0.06794 -2.11336  Si7 1.530
18 H 0.47345 -2.09044 -0.62284  Si7 1.492

Calculated values
spin multiplicity	3
charge	0
energy relative to the best compared isomer or geometry (same formula, charge and spin)	0.0000	eV
molar mass	129.31	g mol⁻¹
Kohn-Sham gap (spin up / spin down)	0.2068 / 0.3169	Eh
E_LUMO (spin up / spin down)	0.95 / -1.53	eV
HOMO level (spin up / spin down)	-4.7 / -10.2	eV
largest force on an atom	6.505	eV/Å